16
Properties=species:S:1:pos:R:3 method="wB97M-V/def2-TZVPD" e_lumo_ev=-1.79 gap_ev=6.81 de_lowest_kj_mol=753.6 charge=0 mol_weight_g_mol=132.184
C -1.0009 1.5597 0.8614
C -1.2322 0.2911 -0.0195
C 1.0040 0.1299 -0.5287
C 1.3416 1.4899 -0.8316
C 1.8067 -1.0394 0.1462
H -0.7099 2.5498 0.4161
H -1.7741 1.8718 1.5317
H -0.0007 1.2860 1.3235
H 0.3861 2.1060 -0.9950
H 2.3585 1.9001 -0.6301
H 1.9484 -1.8928 -0.6105
H 1.2934 -1.3967 0.9840
H 3.3829 -0.7272 2.1306
O -0.2624 -0.4436 -0.7617
O 3.2034 -0.5792 0.4349
S -2.6205 -0.7564 0.0436